(1)
17
Properties=species:S:1:pos:R:3:forces:R:3 method="wB97M-V/def2-TZVPD" smiles=Bn1cnc(C)c1C
B 1.4742 -2.3084 0.7555 -0.884 0.729 -1.610
N 0.8237 -1.0688 0.8869 -2.418 1.381 -3.678
C 0.7577 -0.3793 2.0118 -1.241 1.519 -0.609
N 0.0834 0.7051 1.9884 0.617 1.263 2.680
C -0.3565 0.9812 0.7640 -1.180 -1.913 -2.638
C -1.0370 2.3060 0.4692 -0.143 -2.492 -1.437
C -0.1342 -0.0654 -0.1230 2.284 0.258 6.840
C -0.4258 -0.3833 -1.4442 -0.101 1.919 -2.785
H 2.2128 -2.5704 1.5769 0.773 -0.660 1.147
H 1.2814 -2.9245 -0.2344 0.109 -0.236 -0.125
H 1.0770 -0.7429 2.8990 1.453 -1.247 2.565
H -2.1436 2.2705 0.4413 0.557 -0.250 -0.013
H -0.7508 2.9567 1.2504 0.596 1.190 0.241
H -0.6505 2.4061 -0.5614 -0.401 1.465 0.439
H 0.2316 -1.1668 -1.6651 0.225 -1.860 -0.933
H -1.5187 -0.5167 -1.6265 1.025 -0.159 -0.301
H 0.0537 0.4640 -2.0552 -1.272 -0.907 0.218

---

(2)
Computed, not measured: a structure of composition C5H37NO12S2 in a non-equilibrium geometry, with ωB97M-V with the def2-TZVPD basis set.

XYZ file:
```
57
Properties=species:S:1:pos:R:3:forces:R:3
N -0.3116 -0.8431 -1.4203 0.025 -0.148 0.947
C -0.8190 -0.1373 -0.2191 -0.325 -1.068 -1.103
C 0.3693 0.1659 0.6969 -1.457 -0.510 0.055
S -0.2246 0.1652 2.4307 -0.114 0.845 -0.016
S 0.9137 -1.1296 3.4765 0.518 -0.213 -0.075
C 2.5700 -0.3582 3.4317 0.562 -0.034 0.543
C 3.6849 -1.4119 3.3166 -0.301 -0.233 0.597
C 4.7423 -1.0237 2.2924 -0.984 -1.177 -0.631
H -0.8779 -0.7605 -2.2501 0.235 0.433 -0.086
H 0.6837 -0.6807 -1.5415 -0.224 -0.091 -0.720
H -1.5587 -0.7975 0.2362 0.139 0.124 0.580
H -1.4251 0.7252 -0.5010 0.277 0.470 0.143
H 0.7207 1.1353 0.4040 0.649 0.567 0.266
H 1.1386 -0.5820 0.5547 0.204 -0.175 0.118
H 2.8251 0.2590 4.2934 -0.613 0.041 0.267
H 2.5519 0.3361 2.6066 0.115 -0.029 -0.558
H 4.0844 -1.6567 4.3102 0.225 0.618 -0.073
H 3.2355 -2.3713 3.0849 -0.103 -0.209 -0.670
H 4.2748 -1.1852 1.3095 0.108 0.583 0.125
H 5.5331 -1.7640 2.2765 0.601 0.247 0.357
H 5.0697 0.0045 2.3824 0.305 0.050 0.076
H -4.5457 -0.3104 -1.6101 2.486 4.221 -0.625
H -5.5835 0.7243 -1.1100 0.761 0.156 -0.382
O -4.6662 0.6175 -1.3882 3.359 15.446 -1.232
H -3.7307 -3.0943 0.2729 -0.470 -0.767 -0.078
H -4.3971 -3.3035 1.5977 -0.310 -0.156 0.237
O -4.5994 -3.3811 0.6609 0.734 0.949 -0.144
H 0.5024 3.1570 -0.8353 -0.172 -0.151 -0.150
H 0.4548 4.4971 -0.2198 -0.194 0.271 -0.090
O 1.0811 3.8936 -0.6306 0.079 0.104 0.048
H -4.6523 -1.5150 -1.9121 -0.390 -2.666 -0.307
H -5.0146 -1.5385 -0.3728 0.106 -0.647 -0.438
O -5.1399 -1.0672 -1.2239 -6.159 -16.707 2.951
H -3.3468 2.3205 -2.4549 -0.303 -0.417 0.210
H -4.5596 3.1306 -2.7865 -0.382 -0.038 0.088
O -3.6182 3.2192 -2.6548 0.647 0.412 -0.192
H 2.9445 3.5025 -3.3860 0.113 0.017 -0.128
H 2.0499 2.3373 -3.0794 -0.111 -0.197 -0.038
O 2.8974 2.5447 -3.4814 -0.031 0.223 0.194
H -2.2732 4.1568 -1.3484 -0.098 0.406 -0.099
H -2.0255 3.1130 -0.3659 -0.032 -0.077 0.521
O -1.7716 4.0276 -0.5288 -0.062 -0.397 -0.338
H 2.7393 3.3457 0.6854 0.006 -0.225 0.809
H 3.0400 3.1455 -0.6604 0.504 -0.500 -0.429
O 3.3510 2.7931 0.1870 -0.268 0.658 -0.140
H -2.0165 -3.5796 -1.4199 0.093 0.249 0.383
H -1.5310 -2.4336 -0.4835 0.110 -0.263 -0.334
O -2.2160 -3.1097 -0.5844 -0.210 0.087 -0.026
H 2.7348 -2.0381 -2.0305 -0.198 -0.078 -0.058
H 3.0757 -0.6075 -2.2405 0.160 0.568 0.207
O 2.3797 -1.2402 -2.4393 0.040 -0.484 -0.135
H 4.8056 0.5312 -0.5648 -0.472 -0.326 -0.272
H 3.4814 1.0221 -0.0883 -0.081 -0.186 -0.461
O 3.8596 0.3073 -0.6471 0.697 0.388 0.478
H -0.9109 -3.5468 -3.6728 -0.243 -0.439 -0.200
H -0.2843 -3.1093 -2.4180 0.081 -0.179 0.449
O -0.8092 -3.8513 -2.7633 0.365 0.654 -0.425
```
Positions in Å, forces in eV/Å.

---

(3)
Computed, not measured: a structure of composition C29H41AsBrClNO4P2Si2Y in a non-equilibrium geometry, with ωB97M-V with the def2-TZVPD basis set.

XYZ file:
```
83
Properties=species:S:1:pos:R:3:forces:R:3
Y 0.5990 0.4249 -0.3870 2.494 1.340 -1.849
Cl 2.6613 -3.0472 -6.9107 0.029 -0.013 -0.151
C 2.3464 -2.4591 -5.3090 -0.109 0.062 -0.055
C 3.0311 -3.0339 -4.2277 -0.153 0.203 -0.080
C 2.8096 -2.5745 -2.9626 -0.146 0.231 0.324
C 1.8776 -1.5321 -2.6832 0.038 -0.239 -1.007
O 1.7447 -1.1065 -1.4849 -0.414 0.405 0.566
C 1.1331 -1.0128 -3.7989 0.785 -0.324 0.534
C 0.0522 -0.0992 -3.6259 -0.331 0.121 -0.103
O -0.4538 0.2651 -2.5574 0.389 0.246 0.197
C 1.4273 -1.4685 -5.1012 -0.043 -0.060 0.142
H 3.7357 -3.8332 -4.4011 0.055 -0.051 -0.065
H 3.3391 -2.9993 -2.1226 0.041 -0.023 0.102
H -0.4004 0.2665 -4.5663 -0.042 -0.043 0.156
H 0.8898 -1.0346 -5.9313 -0.056 -0.021 -0.149
Br 3.5829 -1.1939 1.0708 0.483 -0.171 0.065
C 4.0915 0.3700 0.1326 -0.068 -0.178 0.205
C 5.4163 0.6142 -0.1781 -0.106 0.001 0.002
C 5.6998 1.7955 -0.8496 -0.182 -0.125 0.124
C 4.6605 2.6513 -1.1722 -0.081 0.013 0.077
C 3.3633 2.2924 -0.8351 -0.030 0.409 -0.145
N 3.0859 1.1645 -0.1779 -0.075 -0.087 -0.227
C 2.1475 3.1552 -1.2179 0.873 0.029 0.069
O 2.3075 4.3571 -1.3427 0.013 0.101 0.011
O 1.0823 2.4863 -1.3555 -0.533 -0.774 -0.409
H 6.1823 -0.0964 0.0876 0.031 -0.024 0.045
H 6.7228 2.0301 -1.1032 0.050 0.061 -0.074
H 4.8230 3.5856 -1.6807 -0.011 0.147 -0.072
C -0.0577 4.6366 1.6852 0.511 -0.256 -0.227
P -0.2237 2.9080 1.0445 -1.475 0.902 0.661
C -1.4599 3.2791 -0.2672 0.294 -0.110 0.026
C -1.2228 2.1715 2.3971 0.231 -0.011 -0.013
C -2.5312 2.5151 2.7086 0.106 0.067 0.016
C -3.1901 1.8867 3.7485 -0.116 0.027 0.015
C -2.5437 0.9127 4.4881 0.008 0.015 0.104
C -1.2371 0.5687 4.1962 0.087 0.054 0.044
C -0.5628 1.1937 3.1541 0.001 0.152 -0.071
P 1.1481 0.7643 2.6469 -0.114 -0.319 0.808
C 1.5697 -0.4987 3.9233 -0.039 0.036 -0.342
C 2.1039 2.1700 3.3812 -0.058 -0.157 -0.330
H -1.0367 5.1048 1.7916 -0.023 -0.110 -0.034
H 0.5392 5.1842 0.9551 0.000 0.150 0.046
H 0.4505 4.6469 2.6474 0.034 0.000 0.008
H -2.3329 3.8142 0.1088 -0.015 -0.159 0.028
H -1.7596 2.3505 -0.7589 -0.130 0.138 -0.073
H -0.9411 3.8995 -0.9995 -0.038 -0.084 -0.005
H -3.0366 3.2901 2.1523 -0.082 0.073 -0.112
H -4.2049 2.1613 3.9888 -0.151 0.035 0.015
H -3.0486 0.4343 5.3141 -0.084 -0.088 0.023
H -0.7572 -0.1906 4.7926 0.040 -0.085 0.008
H 0.9770 -1.3972 3.7468 -0.001 -0.022 0.088
H 1.3908 -0.1077 4.9250 -0.009 -0.075 0.014
H 2.6237 -0.7573 3.8271 -0.019 0.023 -0.004
H 1.6363 2.5162 4.3050 0.047 -0.046 -0.056
H 2.1624 2.9897 2.6662 0.086 0.062 0.060
H 3.1113 1.8096 3.5939 0.039 0.079 -0.017
C -4.6049 -1.4962 0.9829 0.602 0.213 -0.556
Si -3.4409 -0.6484 -0.2992 -1.222 -0.076 0.236
C -4.1488 1.1419 -0.4086 0.660 -0.573 0.093
C -3.7288 -1.3720 -2.0573 0.468 0.166 0.745
As -1.2983 -0.9770 0.6931 -2.141 -1.334 0.357
Si -0.8777 -3.0996 -0.2622 0.021 -1.060 0.102
C 0.7767 -3.7237 0.4805 -0.487 0.496 -0.166
C -2.2009 -4.3268 0.4147 0.391 0.728 -0.133
C -0.8148 -3.3349 -2.1733 -0.094 0.408 0.630
H -5.6501 -1.5250 0.6949 -0.235 0.057 -0.211
H -4.5283 -0.9545 1.9232 0.067 0.117 0.134
H -4.2701 -2.5113 1.1688 0.029 -0.199 0.062
H -5.2350 1.1163 -0.4060 -0.189 -0.251 -0.002
H -3.8399 1.6448 -1.3198 0.116 0.130 -0.130
H -3.8384 1.7332 0.4464 0.055 0.153 0.114
H -4.7340 -1.1819 -2.4186 -0.288 0.112 0.142
H -3.5605 -2.4429 -2.0787 0.050 -0.245 -0.033
H -3.0412 -0.9091 -2.7594 0.177 0.068 -0.109
H 0.6433 -3.9740 1.5302 -0.063 -0.010 0.177
H 1.5333 -2.9482 0.4101 0.137 0.074 -0.046
H 1.1614 -4.6022 -0.0282 -0.061 -0.208 -0.186
H -2.3814 -4.1135 1.4665 -0.017 0.033 0.125
H -1.8926 -5.3635 0.3363 0.223 -0.216 -0.148
H -3.1443 -4.2222 -0.1095 -0.251 0.043 -0.133
H -1.0462 -2.4090 -2.6905 -0.054 0.103 -0.065
H -1.5306 -4.0799 -2.5098 -0.143 -0.154 0.082
H 0.1724 -3.6476 -2.4963 0.221 -0.100 0.008
```
Positions in Å, forces in eV/Å.

---

(4)
Computed, not measured: the molecule C17H21N5O4 in a non-equilibrium geometry, with ωB97M-V with the def2-TZVPD basis set.

XYZ file:
```
47
Properties=species:S:1:pos:R:3:forces:R:3
C 5.5056 -0.8025 -4.1252 -3.090 4.409 1.390
H 5.6870 -0.7722 -3.0561 0.505 -0.341 -0.059
O 4.0722 -0.2330 -4.2517 9.628 4.444 -4.502
C 3.0856 -0.7426 -3.7630 -5.219 5.278 -3.498
C 3.0888 -1.7646 -3.1250 6.772 -14.425 7.654
C 2.1002 -2.3922 -2.4757 0.175 0.575 -0.136
C 1.0025 -1.7509 -2.6509 -11.310 -0.742 -0.193
C 0.6596 -0.6858 -3.5145 12.528 -3.381 0.967
C 1.8513 -0.1965 -4.0757 -3.219 3.036 -0.081
H 1.8714 0.7933 -4.5788 -0.065 -0.883 -0.149
H -0.2048 -0.3718 -3.5642 -8.361 3.349 -0.864
C -0.5224 -2.4756 -2.1350 7.783 1.253 5.713
N -0.7869 -1.4911 -0.8540 5.399 -10.123 3.877
C -0.1282 -2.2853 0.4280 -5.244 10.209 -0.463
O 0.4760 -3.1927 0.2052 5.222 -8.684 -1.361
N -0.1803 -1.5750 1.5873 -1.103 2.098 1.667
C -1.0437 -0.3016 1.6276 4.981 -9.465 -3.789
C -1.6235 0.0724 0.4880 -2.417 2.287 0.118
C -1.7089 -0.5984 -0.7391 4.639 -1.165 3.458
O -1.9821 -0.2338 -1.7864 -6.671 5.455 -8.657
N -2.4765 1.1457 0.8195 4.151 -1.071 5.448
C -2.0497 1.0955 2.2820 -8.630 9.343 -0.198
N -1.3993 0.1692 2.7658 2.079 -0.444 2.417
N -2.6643 2.0852 3.1041 -4.216 2.020 -6.474
H -3.3455 2.8648 2.4357 3.040 -3.134 2.971
C -2.3386 2.4410 4.4057 1.857 3.585 -1.853
H -1.7694 1.6818 4.6565 2.275 -4.294 2.434
H -3.2006 2.5738 5.0552 0.270 0.547 0.122
C -1.1024 3.5561 4.3018 -11.167 1.170 -2.099
O -1.7561 4.7964 3.8518 0.016 -0.031 -0.124
H -2.5299 4.9924 4.4304 1.091 -0.422 -0.533
H -0.8891 3.7363 5.1891 3.229 1.251 7.943
H -0.4533 3.2698 3.6565 4.266 -1.806 -4.046
C -3.2085 2.1208 0.0233 -4.928 -9.376 1.658
H -3.1369 1.6884 -0.9737 -0.372 0.285 -0.138
H -4.3354 1.8201 0.5274 2.398 1.756 -2.095
H -3.0219 3.0548 0.0364 1.854 6.541 0.689
C 0.4920 -2.1061 2.9472 -2.896 -1.276 -3.500
H -0.4659 -2.2760 3.5451 1.833 0.223 -0.110
H 0.8849 -3.1780 2.5418 -0.231 2.908 1.534
H 1.1194 -1.2569 3.2880 -0.055 -1.240 0.009
H -0.1368 -3.5551 -1.7443 -2.165 2.625 -1.130
H -1.2444 -2.1607 -2.7278 -3.368 0.193 -3.163
H 2.1347 -3.2248 -1.8859 0.528 -2.089 1.240
H 4.0837 -2.5554 -2.9210 -1.956 3.015 -1.025
H 6.0882 -0.0752 -4.6873 -0.037 -0.096 0.210
H 5.5022 -1.7043 -4.5641 0.203 -3.367 -1.278
```
Positions in Å, forces in eV/Å.

---

(5)
79
Properties=species:S:1:pos:R:3:forces:R:3 method="wB97M-V/def2-TZVPD" total_charge=-2
Zn 0.4340 -1.0567 0.0730 0.419 -0.020 0.354
C -6.7512 -0.7736 -0.6437 0.153 0.090 -0.045
C -5.2427 -0.7942 -0.6833 -0.298 -0.233 0.015
C -4.5465 -1.9641 -0.9424 0.025 0.159 -0.056
C -3.1610 -2.0140 -0.9979 0.477 0.427 0.159
C -2.5105 -3.3429 -1.1277 0.076 0.227 -0.234
O -1.5557 -3.5657 -1.8408 -0.127 -0.128 0.110
C -3.1586 -4.4332 -0.3219 0.110 -0.308 0.097
C -3.8019 -4.1725 0.8868 0.189 -0.087 -0.028
C -4.3926 -5.2035 1.5954 -0.049 -0.009 0.095
C -4.3578 -6.4989 1.1023 -0.054 -0.045 0.032
C -3.6988 -6.7687 -0.0871 0.028 -0.068 -0.006
C -3.0880 -5.7426 -0.7868 0.087 0.087 -0.028
C -2.3690 -0.8270 -0.8206 -0.039 0.269 -0.160
O -1.1031 -0.7700 -1.0305 -1.048 -0.451 -0.160
C -3.1092 0.3520 -0.4277 0.050 -0.318 -0.041
C -4.5003 0.3363 -0.3910 0.209 0.068 0.012
C -2.3994 1.5565 0.0427 0.087 0.067 -0.038
N -1.2001 1.4738 0.4482 -0.093 0.051 -0.183
C -0.4701 2.5708 1.0191 0.057 0.075 -0.019
C -0.1274 2.2679 2.4958 -0.111 -0.204 -0.190
Te -0.3849 0.1623 2.9882 -0.139 0.622 0.698
C -2.3690 0.3796 3.7533 0.112 -0.152 -0.078
C -3.2283 -0.7064 3.5800 0.157 -0.019 -0.184
C -4.5114 -0.6913 4.1031 -0.066 0.008 0.044
C -4.9657 0.4146 4.8088 -0.017 0.008 0.019
C -4.1148 1.4937 5.0042 -0.054 -0.005 -0.002
C -2.8260 1.4698 4.4906 0.176 0.055 -0.048
C -3.2058 2.8215 0.0806 -0.056 0.119 0.100
C -3.6121 3.3463 1.3037 -0.045 -0.034 -0.084
C -4.4264 4.4679 1.3527 -0.002 0.072 0.032
C -4.8294 5.0866 0.1781 -0.060 -0.021 -0.008
C -4.4128 4.5773 -1.0445 0.024 0.060 -0.057
C -3.6077 3.4494 -1.0947 0.061 -0.022 0.062
H -7.1477 -1.7895 -0.6280 -0.042 0.009 0.013
H -7.1691 -0.2615 -1.5158 -0.050 -0.019 0.013
H -7.1058 -0.2502 0.2475 -0.067 -0.023 -0.010
H -5.0992 -2.8843 -1.1020 -0.030 0.014 0.032
H -3.7947 -3.1699 1.2899 -0.046 0.051 -0.028
H -4.8673 -4.9968 2.5465 0.007 -0.011 0.016
H -4.8237 -7.3031 1.6591 0.014 -0.005 0.008
H -3.6374 -7.7836 -0.4574 0.008 -0.031 0.003
H -2.5246 -5.9404 -1.6899 -0.030 0.030 -0.030
H -5.0294 1.2350 -0.0911 0.007 0.015 -0.022
H -0.9987 3.5325 0.9474 0.120 -0.015 0.054
H 0.4594 2.6496 0.4473 -0.006 0.021 0.035
H -0.7755 2.8348 3.1618 -0.008 -0.043 0.062
H 0.9040 2.5373 2.7172 0.000 -0.081 0.077
H -2.8732 -1.5660 3.0213 -0.057 -0.031 -0.022
H -5.1612 -1.5457 3.9558 0.007 0.000 -0.028
H -5.9712 0.4339 5.2117 -0.001 -0.009 -0.006
H -4.4508 2.3543 5.5721 0.004 0.002 -0.016
H -2.1673 2.3096 4.6820 -0.005 -0.003 0.000
H -3.3115 2.8435 2.2135 -0.004 -0.027 0.068
H -4.7536 4.8556 2.3102 0.004 -0.012 0.004
H -5.4840 5.9493 0.2106 0.039 0.026 0.015
H -4.7233 5.0614 -1.9629 0.002 -0.022 -0.007
H -3.2915 3.0369 -2.0452 -0.031 -0.011 -0.010
O 0.6672 -7.0380 0.6392 0.149 0.071 0.146
C 0.8521 -5.8397 0.7393 -0.218 -0.312 -0.105
C 1.7945 -5.0082 -0.0847 0.380 0.072 0.020
O 2.7882 -5.4112 -0.6688 -0.159 -0.036 -0.170
C 1.2953 -3.6370 0.0444 -0.170 -0.032 0.175
C 0.3291 -3.5842 1.0886 -0.061 0.117 -0.245
O -0.2418 -2.4688 1.4017 0.117 -0.302 0.015
C 0.1591 -4.8991 1.6853 -0.013 0.185 0.339
O -0.3856 -5.2038 2.7412 -0.199 -0.026 -0.151
O 1.6476 -2.6004 -0.5917 0.022 -0.081 -0.157
Cl 1.1838 0.3563 -2.5294 -0.107 0.026 -0.366
C 2.4255 0.5290 -1.3484 0.097 0.077 0.541
C 2.1116 0.1989 -0.0212 0.379 0.045 -0.093
C 3.1648 0.3766 0.8770 -0.098 0.108 -0.598
Cl 2.9517 0.0050 2.5532 -0.284 -0.184 0.328
C 4.4288 0.8384 0.5052 -0.035 -0.010 0.006
Cl 5.6876 1.0347 1.6740 0.116 0.039 0.069
C 4.6890 1.1325 -0.8247 -0.043 0.004 0.035
Cl 6.2498 1.6852 -1.3101 0.113 0.052 -0.038
C 3.6758 0.9785 -1.7613 -0.107 -0.046 -0.002
Cl 3.9898 1.3263 -3.4217 0.047 0.069 -0.149

---

Values of ΔE to the lowest compared entry with this formula, charge and spin, in order: 116.7 670.7 167.8 1663.5 171.8, all in kJ/mol.
Values of HOMO level, in order: -8.384 -8.616 -7.259 -7.404 -1.646, all in eV.